Density functional theory data (wB97M-V/def2-TZVPD) for a molecular structure, H16O8 in a non-equilibrium geometry.

The geometry in XYZ format:
```
24
Properties=species:S:1:pos:R:3
O -0.5909 17.1169 11.2993
O -4.7282 16.3636 10.6505
H -1.3014 14.2389 8.6556
H -1.5590 18.8397 11.3407
H -1.5166 17.1553 11.0590
O -2.5881 17.0664 10.7983
O -1.9783 14.4333 9.3038
O -4.2969 15.2326 12.1424
H -1.8294 15.3492 9.5390
H -4.2504 14.4550 12.6986
O -2.1343 15.0421 11.3858
H -4.3524 15.6755 11.1997
O -5.5929 17.5812 9.3617
H -2.2592 16.2168 11.0920
H -2.0394 15.3056 12.3012
H -3.4715 15.6906 12.3008
O -1.7669 18.7029 10.4164
H -2.3833 14.1187 11.4265
H -3.4744 16.8855 10.4854
H -6.0609 18.2058 9.9158
H -4.9618 17.1652 9.9490
H -2.2697 17.8885 10.4015
H -0.5943 16.9924 12.2483
H -5.6594 16.3660 10.8723
```

Summary:
molar mass	144.1	g mol⁻¹
HOMO-LUMO gap	6.860	eV
total charge	0
energy above the lowest of the compared OMol25 structures with the same formula, charge and spin	443.1	kcal/mol
energy	-16622.796	eV